1.
This record from OMol25 describes C28H19Cl5N7O2SSiSn as an isolated structure. The level of theory is ωB97M-V/def2-TZVPD.

The highest occupied orbital energy comes out at -0.1903 Eh. The charge is -1. The HOMO-LUMO gap is 6.65 eV. As for the LUMO energy: 1.475 eV.

CARTESIAN COORDINATES (ANGSTROEM)
Sn (-0.5465, 1.1272, 1.6584)
N (2.8670, 3.5651, -0.5989)
C (3.6586, 4.3668, 0.2404)
C (4.6097, 5.2072, -0.3122)
C (5.4144, 5.9954, 0.5018)
C (5.2587, 5.9537, 1.8749)
C (4.2932, 5.1210, 2.4311)
C (3.5021, 4.3241, 1.6244)
S (2.3066, 3.2471, 2.3631)
N (1.4341, 2.6929, 1.0349)
C (1.7653, 2.8749, -0.1732)
C (0.8751, 2.2409, -1.1802)
C (0.9869, 2.4633, -2.5430)
C (0.1307, 1.8000, -3.4057)
C (-0.7868, 0.9107, -2.8842)
C (-0.8360, 0.7515, -1.5098)
N (-0.0527, 1.4204, -0.6731)
H (3.0145, 3.6685, -1.5840)
H (4.7239, 5.2442, -1.3899)
H (6.1582, 6.6401, 0.0529)
H (5.8785, 6.5643, 2.5176)
H (4.1555, 5.0842, 3.5053)
H (1.7019, 3.1631, -2.9482)
H (0.1874, 1.9777, -4.4714)
H (-1.4610, 0.3521, -3.5163)
H (-1.5256, 0.0575, -1.0537)
Cl (-0.8307, -2.6613, 3.3521)
C (-0.0552, -3.5348, 2.0691)
C (1.1322, -4.1916, 2.3303)
C (1.7734, -4.8799, 1.3138)
C (1.2302, -4.8859, 0.0404)
C (0.0502, -4.2075, -0.2088)
Cl (-0.5277, -4.1522, -1.8436)
C (-0.6447, -3.5281, 0.7968)
N (-1.8131, -2.8118, 0.5659)
C (-3.0013, -3.3553, 0.0586)
C (-3.1447, -4.7318, -0.1021)
C (-4.3209, -5.2717, -0.5937)
C (-5.3857, -4.4414, -0.9070)
C (-5.2491, -3.0734, -0.7190)
C (-4.0727, -2.5028, -0.2489)
C (-3.9865, -1.0043, -0.0876)
C (-3.6064, -0.5605, 1.3288)
O (-4.3469, -0.8473, 2.2483)
O (-2.4654, 0.0584, 1.4895)
H (1.5487, -4.1534, 3.3271)
H (2.7088, -5.3878, 1.5024)
H (1.7442, -5.3711, -0.7771)
H (-1.9129, -1.9919, 1.1478)
H (-2.3232, -5.3834, 0.1693)
H (-4.4077, -6.3441, -0.7161)
H (-6.3148, -4.8489, -1.2843)
H (-6.0819, -2.4172, -0.9440)
H (-4.9708, -0.5822, -0.2864)
H (-3.2921, -0.5641, -0.7997)
N (4.3237, -2.4902, -1.5208)
C (3.5502, -1.7151, -1.1381)
N (2.7242, -0.7670, -0.7793)
C (1.8867, -0.7060, 0.1718)
N (1.0852, -0.4884, 1.0011)
Cl (-0.5682, 5.0339, -0.5599)
Si (-1.8800, 3.7077, 0.5782)
Cl (-3.1074, 5.1897, 1.4736)
Cl (-3.1613, 3.0487, -1.0098)


2.
This record from OMol25 describes C2H18Ag2CsO16P2 as an isolated structure in a non-equilibrium geometry. The level of theory is ωB97M-V/def2-TZVPD.

The highest occupied orbital energy (spin up / spin down) comes out at -0.2461 / -0.2430 Eh. As for the expectation value of S²: 2.0205. Its multiplicity is 3. The charge is -1. The HOMO-LUMO gap (spin up / spin down) is 7.57 / 6.18 eV. As for the LUMO energy (spin up / spin down): 0.869 / -0.430 eV.

CARTESIAN COORDINATES (ANGSTROEM)
Ag (1.1164, 0.5509, -2.7542)
Ag (1.3196, -2.5893, -1.2307)
Cs (0.4466, -1.7718, 3.2293)
P (0.4001, -0.1569, -0.1053)
O (0.9080, 1.2145, -0.6538)
O (-0.0110, -0.8248, -1.4239)
O (-0.6292, -0.1164, 1.0075)
O (1.6217, -1.0888, 0.2232)
P (1.7814, -2.0252, -3.9404)
O (0.8928, -3.1667, -3.3196)
O (0.8739, -0.8415, -4.4219)
O (2.7830, -2.6048, -4.8653)
O (2.4442, -1.4023, -2.6865)
O (-2.3790, -0.9726, -2.7039)
H (-2.2247, -1.3669, -3.5666)
H (-1.5083, -1.0250, -2.2496)
O (-3.0962, 0.5147, -0.2632)
H (-3.0376, 0.1561, -1.1619)
H (-2.3440, 0.1276, 0.2123)
O (-1.6057, -2.6837, 0.5909)
H (-0.7612, -3.1385, 0.5249)
H (-1.3745, -1.7493, 0.7484)
O (1.4838, 3.8908, -0.8399)
H (1.5054, 2.9420, -0.6276)
H (1.3891, 3.9221, -1.7951)
O (3.7879, -1.7379, 1.5826)
H (3.4583, -2.6400, 1.5852)
H (3.0758, -1.2169, 1.1453)
O (3.4515, 1.2791, 0.0125)
H (3.7158, 0.3758, 0.1985)
H (2.4721, 1.2328, -0.1810)
C (-2.3132, 1.2977, 3.4717)
C (-2.1206, 2.4909, 2.5661)
O (-0.8021, 2.5807, 2.0485)
O (-2.3826, 0.0287, 2.8561)
H (-3.2636, 1.4189, 4.0096)
H (-1.5616, 1.3727, 4.2776)
H (-2.2496, 3.4003, 3.1570)
H (-2.8491, 2.4934, 1.7475)
H (-0.6252, 1.7849, 1.5257)
H (-1.7885, 0.0448, 2.0702)


3.
This record from OMol25 describes a 8-piece molecular cluster, C42H53N9 overall in a non-equilibrium geometry. The level of theory is ωB97M-V/def2-TZVPD.

The highest occupied orbital energy comes out at -0.2951 Eh. The SMILES is CCc1cccc2ncc(CC(C)C)nc12.c1cc[nH]c1.c1cc[nH]c1.c1cc[nH]c1.c1cc[nH]c1.c1cc[nH]c1.c1cc[nH]c1.c1cc[nH]c1. The charge is 0. The HOMO-LUMO gap is 7.32 eV. As for the LUMO energy: -0.705 eV.

CARTESIAN COORDINATES (ANGSTROEM)
C (4.1784, -0.8035, 1.0326)
C (4.0396, 0.0332, -0.2569)
C (3.4649, 1.3894, 0.0260)
C (4.1922, 2.5531, -0.1169)
C (3.6103, 3.8024, 0.1996)
C (2.3158, 3.8784, 0.6462)
C (1.5239, 2.7099, 0.7660)
N (0.2269, 2.8391, 1.1725)
C (-0.4227, 1.7040, 1.2073)
C (0.1147, 0.4504, 0.8536)
C (-0.7386, -0.7901, 0.8714)
C (-0.6016, -1.6085, -0.4129)
C (-0.6645, -3.1090, -0.1444)
C (-1.6502, -1.1477, -1.4315)
N (1.3649, 0.3270, 0.4970)
C (2.1028, 1.4665, 0.4536)
H (4.3008, -0.1576, 1.8938)
H (5.0200, -1.4824, 0.9334)
H (3.3103, -1.4330, 1.1747)
H (4.9927, 0.1017, -0.7686)
H (3.3372, -0.4723, -0.9169)
H (5.2087, 2.4752, -0.4684)
H (4.2066, 4.6946, 0.0929)
H (1.8898, 4.8411, 0.8757)
H (-1.4635, 1.7270, 1.5052)
H (-1.7833, -0.5400, 1.0286)
H (-0.3904, -1.4034, 1.7011)
H (0.3618, -1.4192, -0.8765)
H (-1.4346, -3.3757, 0.5747)
H (0.2894, -3.4422, 0.2645)
H (-0.7967, -3.6460, -1.0778)
H (-2.6336, -1.0284, -0.9846)
H (-1.6813, -1.7911, -2.3046)
H (-1.3414, -0.1607, -1.7828)
C (-2.2753, 0.7955, 6.0084)
C (-1.4580, 1.1498, 4.9017)
C (-0.9871, -0.0092, 4.3480)
N (-1.4942, -1.0554, 5.0793)
C (-2.2746, -0.5699, 6.0937)
H (-2.8067, 1.4669, 6.6613)
H (-1.2400, 2.1440, 4.5481)
H (-0.3493, -0.1806, 3.4998)
H (-1.3284, -2.0285, 4.8975)
H (-2.7679, -1.2362, 6.7798)
C (4.6755, -1.6919, 5.1710)
C (4.1558, -2.7948, 5.9034)
C (2.8023, -2.6145, 6.0070)
N (2.4852, -1.4492, 5.3621)
C (3.6179, -0.8864, 4.8460)
H (5.7058, -1.5129, 4.9136)
H (4.7134, -3.6200, 6.3131)
H (2.0435, -3.2103, 6.4849)
H (1.5653, -1.0550, 5.2872)
H (3.5720, 0.0409, 4.3010)
C (-2.1455, 1.0739, -6.2361)
C (-2.1365, -0.3362, -6.4171)
C (-1.1614, -0.8452, -5.6019)
N (-0.5783, 0.2012, -4.9390)
C (-1.1767, 1.3736, -5.3151)
H (-2.7916, 1.7849, -6.7226)
H (-2.7729, -0.9092, -7.0699)
H (-0.8330, -1.8575, -5.4386)
H (0.1734, 0.1223, -4.2784)
H (-0.8639, 2.3156, -4.8973)
C (-3.5915, 4.7850, -2.4624)
C (-3.5797, 3.3656, -2.5422)
C (-2.6455, 2.9163, -1.6484)
N (-2.0942, 4.0069, -1.0304)
C (-2.6692, 5.1503, -1.5185)
H (-4.2073, 5.4593, -3.0333)
H (-4.1846, 2.7475, -3.1839)
H (-2.3270, 1.9172, -1.3997)
H (-1.3758, 3.9696, -0.3267)
H (-2.3698, 6.1193, -1.1575)
C (4.1378, 0.3004, -7.0347)
C (3.5804, -0.9201, -6.5675)
C (2.2206, -0.7574, -6.5297)
N (1.9341, 0.5113, -6.9530)
C (3.0965, 1.1600, -7.2649)
H (5.1811, 0.5205, -7.1859)
H (4.1157, -1.8135, -6.2924)
H (1.4359, -1.4331, -6.2419)
H (1.0105, 0.9038, -7.0214)
H (3.0840, 2.1747, -7.6238)
C (-5.0917, 5.1366, 2.4625)
C (-4.7851, 4.3457, 3.6064)
C (-3.7315, 3.5374, 3.2700)
N (-3.3962, 3.8106, 1.9736)
C (-4.2135, 4.7813, 1.4724)
H (-5.8667, 5.8798, 2.3781)
H (-5.2816, 4.3675, 4.5620)
H (-3.1953, 2.7919, 3.8300)
H (-2.6614, 3.3658, 1.4599)
H (-4.0976, 5.1287, 0.4609)
C (-1.6158, -8.3572, 0.4388)
C (-1.2786, -7.4922, 1.5158)
C (-0.1550, -6.8024, 1.1479)
N (0.2000, -7.2174, -0.1062)
C (-0.6852, -8.1638, -0.5460)
H (-2.4456, -9.0420, 0.3942)
H (-1.8020, -7.3897, 2.4515)
H (0.4201, -6.0551, 1.6677)
H (0.9901, -6.8807, -0.6234)
H (-0.5773, -8.6158, -1.5168)


4.
This record from OMol25 describes one molecule with the formula C18H18Cl2N4S in a non-equilibrium geometry. The level of theory is ωB97M-V/def2-TZVPD.

The highest occupied orbital energy comes out at -0.2949 Eh. The SMILES is CCn1c(CNc2ccc(Cl)cc2)nnc1SCc1ccc(Cl)cc1. The charge is 0. The HOMO-LUMO gap is 8.46 eV. As for the LUMO energy: 0.434 eV.

CARTESIAN COORDINATES (ANGSTROEM)
C (-2.2394, -2.3910, -0.2506)
C (-1.1862, -3.4457, 0.0782)
N (0.1167, -2.8549, 0.2352)
C (1.1549, -2.7585, -0.6552)
C (1.1673, -3.3149, -2.0414)
N (0.1255, -2.7943, -2.8958)
C (-0.0728, -1.4454, -3.1010)
C (0.8875, -0.4866, -2.7707)
C (0.6544, 0.8514, -3.0233)
C (-0.5340, 1.2509, -3.6113)
Cl (-0.8229, 2.9309, -3.9204)
C (-1.4963, 0.3146, -3.9535)
C (-1.2654, -1.0207, -3.6959)
N (2.1409, -2.1007, -0.1166)
N (1.7919, -1.7453, 1.1282)
C (0.5812, -2.1893, 1.3346)
S (-0.3470, -2.0261, 2.7899)
C (0.7706, -0.9005, 3.7189)
C (0.5139, 0.5203, 3.3431)
C (1.2195, 1.1091, 2.2989)
C (0.9613, 2.4150, 1.9253)
C (-0.0083, 3.1384, 2.6017)
Cl (-0.3313, 4.7736, 2.1437)
C (-0.7233, 2.5670, 3.6425)
C (-0.4609, 1.2590, 4.0047)
H (-2.3305, -1.6881, 0.5737)
H (-1.9687, -1.8364, -1.1468)
H (-3.2021, -2.8696, -0.4066)
H (-1.4442, -3.9452, 1.0176)
H (-1.1265, -4.1979, -0.7126)
H (2.1485, -3.0794, -2.4660)
H (1.0642, -4.4034, -2.0065)
H (-0.7011, -3.3621, -2.9955)
H (1.8144, -0.7784, -2.3056)
H (1.3992, 1.5854, -2.7598)
H (-2.4200, 0.6289, -4.4132)
H (-2.0153, -1.7528, -3.9629)
H (0.5474, -1.0930, 4.7674)
H (1.7806, -1.2170, 3.4677)
H (1.9656, 0.5318, 1.7738)
H (1.5081, 2.8700, 1.1147)
H (-1.4756, 3.1403, 4.1609)
H (-1.0202, 0.8076, 4.8115)


5.
This record from OMol25 describes a 9-piece molecular cluster, C43H58Cl3F3N8O4S overall in a non-equilibrium geometry. The level of theory is ωB97M-V/def2-TZVPD.

The highest occupied orbital energy comes out at -0.3158 Eh. As for the expectation value of S²: 0.7549. Its multiplicity is 2. The charge is +1. The HOMO-LUMO gap is 3.63 eV. For the energy above the lowest of the compared OMol25 structures with the same formula, charge and spin, the calculation gives 27.5 kcal/mol. As for the LUMO energy: -4.966 eV.

CARTESIAN COORDINATES (ANGSTROEM)
C (-2.7783, -4.9016, 5.2174)
N (-2.6926, -4.3121, 3.8488)
C (-2.1190, -3.0930, 3.7293)
C (-2.1446, -2.4000, 2.5358)
C (-2.7544, -2.9773, 1.4349)
C (-3.2688, -4.2637, 1.5133)
C (-3.3277, -4.8532, 2.7787)
C (-2.7451, -2.2995, 0.1072)
C (-1.7642, -1.4317, -0.2419)
C (-1.7781, -0.7620, -1.4390)
N (-2.7198, -0.9918, -2.3468)
C (-3.6377, -1.9559, -2.1227)
C (-3.7069, -2.5982, -0.8810)
C (-2.6054, -0.2672, -3.6254)
H (-1.8368, -4.6720, 5.7117)
H (-2.9923, -5.9562, 5.0686)
H (-3.5788, -4.3655, 5.7246)
H (-1.6959, -2.6448, 4.6202)
H (-1.7906, -1.3784, 2.4840)
H (-3.7365, -4.8286, 0.7216)
H (-3.9518, -5.7146, 2.9688)
H (-0.9660, -1.1971, 0.4511)
H (-0.9450, -0.1468, -1.7536)
H (-4.2165, -2.2219, -2.9949)
H (-4.6253, -3.1247, -0.6638)
H (-2.7744, 0.7969, -3.4693)
H (-3.3850, -0.6865, -4.2610)
H (-1.6578, -0.5106, -4.1046)
C (2.1450, 1.5533, 1.4028)
F (2.8076, 2.6750, 1.2321)
F (2.4664, 0.5831, 0.5576)
F (2.3555, 1.1878, 2.6654)
S (0.2966, 1.9459, 1.1638)
O (0.1254, 2.1390, -0.2829)
O (-0.3588, 0.7394, 1.6605)
O (-0.0018, 3.1363, 1.9525)
C (3.6079, 4.6060, -2.3627)
Cl (3.2527, 3.5728, -3.7590)
Cl (5.2286, 4.2675, -1.7071)
Cl (2.4044, 4.2235, -1.1470)
H (3.6215, 5.6771, -2.5379)
C (2.8272, -0.3514, -2.4018)
C (3.2368, -1.1439, -3.6746)
C (4.0519, -2.2924, -3.0390)
C (4.4017, -3.4525, -4.0161)
C (3.0689, -3.9845, -4.5103)
C (2.2816, -2.9173, -5.2561)
N (2.1222, -1.6716, -4.4489)
O (0.8599, -1.2293, -4.3000)
C (2.9020, -2.6541, -6.6312)
C (0.9280, -3.6434, -5.6069)
C (4.1074, -0.2471, -4.5497)
H (2.1300, -0.9231, -1.7844)
H (2.2423, 0.4943, -2.7652)
H (3.6583, -0.1600, -1.7279)
H (5.0410, -1.9772, -2.7010)
H (3.5652, -2.7409, -2.1718)
H (4.8532, -4.2432, -3.4160)
H (5.0806, -3.0837, -4.7834)
H (2.5056, -4.4529, -3.7021)
H (3.3241, -4.7778, -5.2165)
H (2.3205, -1.9500, -7.2258)
H (3.8569, -2.1630, -6.4335)
H (3.1118, -3.5466, -7.2174)
H (0.4058, -3.9611, -4.6998)
H (0.2508, -3.0606, -6.2265)
H (1.1447, -4.6347, -6.0065)
H (4.4992, 0.5930, -3.9770)
H (3.4810, 0.2550, -5.2901)
H (4.8534, -0.8316, -5.0856)
N (1.2813, 5.0922, 3.4251)
C (2.4712, 5.4854, 2.8794)
C (2.9196, 6.4887, 3.7157)
C (1.9579, 6.7764, 4.6737)
C (0.9146, 5.8453, 4.4952)
H (0.7843, 4.2423, 3.1797)
H (2.9007, 5.0235, 2.0072)
H (3.8543, 7.0202, 3.6159)
H (2.1199, 7.4624, 5.4901)
H (0.0481, 5.4981, 5.0349)
N (-2.1823, 1.3385, 5.4914)
C (-1.8032, 1.3032, 6.8222)
C (-0.5654, 1.8566, 6.9071)
C (-0.1662, 2.3310, 5.6682)
C (-1.1565, 1.9134, 4.7455)
H (-3.0301, 0.9472, 5.1211)
H (-2.4635, 0.9208, 7.5837)
H (0.0183, 1.9635, 7.8093)
H (0.7138, 2.8895, 5.3903)
H (-1.1256, 1.9500, 3.6690)
N (-0.7157, 3.0432, -2.6989)
C (-1.6644, 3.9258, -3.1206)
C (-1.7330, 3.8334, -4.5231)
C (-0.8433, 2.8285, -4.8942)
C (-0.1671, 2.3989, -3.7845)
H (-0.4370, 2.7283, -1.7716)
H (-2.1852, 4.4816, -2.3564)
H (-2.4299, 4.3055, -5.1974)
H (-0.5438, 2.6274, -5.9126)
H (0.5952, 1.6442, -3.6693)
N (-4.7358, 0.7981, 0.3406)
C (-5.2238, 1.3558, -0.7956)
C (-4.2177, 2.1162, -1.3091)
C (-3.1016, 2.1035, -0.3985)
C (-3.4668, 1.2804, 0.6365)
H (-5.2710, 0.2700, 1.0091)
H (-6.2453, 1.1260, -1.0544)
H (-4.2230, 2.7295, -2.1974)
H (-2.1958, 2.6719, -0.5165)
H (-3.0080, 0.9624, 1.5592)
N (0.2356, -1.0434, 5.1578)
C (0.0584, -1.8458, 6.2461)
C (0.6149, -3.0869, 5.9383)
C (1.0603, -3.0108, 4.5991)
C (0.8142, -1.7396, 4.1430)
H (-0.0335, -0.0721, 5.0601)
H (-0.4330, -1.4390, 7.1151)
H (0.7244, -4.0171, 6.4741)
H (1.3782, -3.8582, 4.0110)
H (1.0346, -1.2630, 3.2003)


6.
This record from OMol25 describes C2H5CsO2 as an isolated structure in a non-equilibrium geometry. The level of theory is ωB97M-V/def2-TZVPD.

The highest occupied orbital energy (spin up / spin down) comes out at -0.1840 / -0.1841 Eh. The charge is 0. The HOMO-LUMO gap (spin up / spin down) is 4.27 / 4.27 eV. As for the LUMO energy (spin up / spin down): -0.740 / -0.741 eV.

CARTESIAN COORDINATES (ANGSTROEM)
H (2.7186, 0.7664, 0.2184)
O (1.7379, 0.1302, 0.0425)
O (-1.8535, -0.4459, 1.1120)
C (-1.6753, -0.1030, -0.0934)
C (-0.4633, -0.1903, -0.8031)
H (-2.5433, 0.2808, -0.6706)
H (-0.1563, -1.2136, -1.0638)
H (-0.2543, 0.6844, -1.4286)
H (2.1149, -0.7043, -0.2500)
Cs (0.3746, 0.7953, 2.9365)